<1>
The following is a DFT calculation (ωB97M-V/def2-TZVPD) of a cluster of 9 separate species, C4H26N2O10 in total.

As for the charge: 0. The value obtained for the lowest unoccupied orbital energy is -0.253 eV. Its HOMO energy is -9.8 eV. The calculation puts the HOMO-LUMO gap at 9.52 eV. Its SMILES is CNCC(=O)NCO.O.O.O.O.O.O.O.O.

Each atom is followed by the atoms it is bonded to, with distances in Å.
Geometry (Å):
1 O 1.8190 -0.5792 1.0630  C2 1.223
2 C 0.8335 0.1285 0.9119  O1 1.223, N3 1.359, C6 1.499
3 N -0.1476 0.1378 1.8529  C2 1.359, C4 1.475, H9 1.002
4 C -1.5649 0.4743 1.6219  N3 1.475, O5 1.411, H10 1.077, H11 1.098
5 O -2.4515 -0.4688 2.1824  C4 1.411, H12 0.995
6 C 0.7217 1.0141 -0.2917  C2 1.499, N7 1.475, H13 1.094, H14 1.108
7 N 1.0107 2.4576 -0.2019  C6 1.475, C8 1.510, H15 0.992
8 C 2.3725 2.6914 -0.8099  N7 1.510, H16 1.118, H17 1.074, H18 1.094
9 H -0.0993 -0.3439 2.7306  N3 1.002
10 H -1.7709 0.4349 0.5660  C4 1.077
11 H -1.7766 1.4804 2.0084  C4 1.098
12 H -3.2549 -0.6478 1.6229  O5 0.995
13 H -0.3366 1.0200 -0.5670  C6 1.094
14 H 1.2966 0.5603 -1.1226  C6 1.108
15 H 0.4060 3.0641 -0.7029  N7 0.992
16 H 2.2779 3.7534 -1.1455  C8 1.118
17 H 3.1524 2.7220 -0.0722  C8 1.074
18 H 2.6820 2.0915 -1.6704  C8 1.094
19 H -2.1489 -3.0823 -0.8621  O21 0.972
20 H -1.8323 -1.7047 -1.4899  O21 0.964
21 O -2.5366 -2.3521 -1.3739  H19 0.972, H20 0.964
22 H -2.3549 2.5250 -0.7733  O24 0.972
23 H -2.3602 2.8132 0.7790  O24 0.958
24 O -2.8828 2.8468 -0.0235  H22 0.972, H23 0.958
25 H -2.0852 0.2415 -3.2934  O27 0.968
26 H -1.2807 1.3420 -3.8499  O27 0.974
27 O -1.6163 1.0318 -2.9902  H25 0.968, H26 0.974
28 H 3.2917 -0.6660 -2.1235  O30 0.958
29 H 2.2888 -1.7665 -1.7079  O30 0.948
30 O 3.0071 -1.5649 -2.2927  H28 0.958, H29 0.948
31 H 0.3678 -3.9763 0.4538  O33 0.968
32 H 1.3605 -3.3098 -0.4308  O33 0.963
33 O 0.6913 -4.0019 -0.4577  H31 0.968, H32 0.963
34 H 0.0969 -1.0792 -3.1721  O36 0.966
35 H 0.6593 -2.1339 -2.4114  O36 0.995
36 O 0.5087 -1.1564 -2.3013  H34 0.966, H35 0.995
37 H -0.6523 -2.7138 2.7526  O39 0.962
38 H -1.8347 -2.5256 1.9298  O39 0.958
39 O -1.0600 -3.0879 1.9662  H37 0.962, H38 0.958
40 H 2.0672 3.2823 1.6706  O42 0.991
41 H 1.1726 2.8921 2.6605  O42 0.980
42 O 2.1099 3.1771 2.6549  H40 0.991, H41 0.980

***

<2>
The following is a DFT calculation (ωB97M-V/def2-TZVPD) of a cluster of 9 separate species, C4H26N2O10 in total.

As for the charge: 0. The value obtained for the lowest unoccupied orbital energy is 0.131 eV. Its HOMO energy is -10.1 eV. The calculation puts the HOMO-LUMO gap at 10.20 eV. Its SMILES is NCC[C@@H](N)C(=O)O.O.O.O.O.O.O.O.O.

Each atom is followed by the atoms it is bonded to, with distances in Å.
Geometry (Å):
1 O -0.9432 -0.8455 3.7108  C2 1.210
2 C -0.6688 0.0577 2.9542  O1 1.210, O3 1.336, C4 1.507
3 O 0.0814 1.0692 3.4013  C2 1.336, H17 0.971
4 C -1.0746 0.0724 1.5028  C2 1.507, C5 1.555, N8 1.441, H9 1.092
5 C -2.5341 0.5880 1.3527  C4 1.555, C6 1.536, H10 1.094, H11 1.091
6 C -3.4319 -0.3684 0.5543  C5 1.536, N7 1.456, H12 1.093, H13 1.090
7 N -2.8077 -0.7168 -0.7137  C6 1.456, H14 1.014, H15 1.012
8 N -0.1511 0.8496 0.7156  C4 1.441, H16 1.013, H18 1.023
9 H -1.1278 -0.9920 1.2652  C4 1.092
10 H -2.3958 1.5476 0.8457  C5 1.094
11 H -3.1151 0.7838 2.2553  C5 1.091
12 H -4.3806 0.1714 0.4973  C6 1.093
13 H -3.4307 -1.3094 1.1046  C6 1.090
14 H -3.3117 -1.4085 -1.2575  N7 1.014
15 H -2.6176 0.0810 -1.3064  N7 1.012
16 H -0.5409 1.3533 -0.0719  N8 1.013
17 H 0.1965 1.7242 2.6936  O3 0.971
18 H 0.4519 0.2721 0.1237  N8 1.023
19 H 2.4973 2.5437 0.1133  O21 0.973
20 H 2.2755 1.5051 1.2452  O21 0.963
21 O 2.9301 2.0989 0.8627  H19 0.973, H20 0.963
22 H 0.2040 1.0817 -3.1354  O24 0.967
23 H -0.5605 0.3207 -2.1403  O24 0.966
24 O -0.6725 1.0803 -2.7262  H22 0.967, H23 0.966
25 H 1.4490 -0.6216 -2.7196  O27 0.970
26 H 2.4688 0.5441 -3.0073  O27 0.965
27 O 1.7165 0.0539 -3.3619  H25 0.970, H26 0.965
28 H 1.9849 -2.3627 -1.3561  O30 0.966
29 H 1.5602 -1.5608 -0.2017  O30 0.966
30 O 1.8176 -1.4396 -1.1244  H28 0.966, H29 0.966
31 H 4.0552 1.6440 -1.0471  O33 0.970
32 H 4.4478 0.4350 -1.8998  O33 0.963
33 O 3.8785 1.2118 -1.8974  H31 0.970, H32 0.963
34 H 1.7027 1.9930 -1.5846  O36 0.969
35 H 1.7720 3.3836 -1.9057  O36 0.970
36 O 1.3528 2.8253 -1.2319  H34 0.969, H35 0.970
37 H -0.6903 -2.4846 3.2312  O39 0.981
38 H 0.4265 -3.4304 2.7329  O39 0.961
39 O -0.4872 -3.1804 2.5708  H37 0.981, H38 0.961
40 H -0.5359 -3.4056 0.1683  O42 0.966
41 H -1.3132 -2.3358 -0.6078  O42 0.970
42 O -0.4783 -2.8296 -0.6049  H40 0.966, H41 0.970

***

Which structure is the most stable? The one labeled <2>.

***

<1>
The following is a DFT calculation (ωB97M-V/def2-TZVPD) of an isolated molecule of C5H5FS2.

As for the charge: 0. The value obtained for the lowest unoccupied orbital energy is -0.176 eV. Its HOMO energy is -8.6 eV. The calculation puts the HOMO-LUMO gap at 8.47 eV. Its SMILES is C=C(/C=C\F)SC=S.

Each atom is followed by the atoms it is bonded to, with distances in Å.
Geometry (Å):
1 C 1.4845 1.8087 -0.0970  C2 1.346, H6 1.065, F11 1.335
2 C 2.1027 0.6450 -0.3695  C1 1.346, C3 1.519, H7 1.095
3 C 1.5148 -0.7256 -0.0836  C2 1.519, C4 1.349, S12 1.837
4 C 2.1750 -1.8836 -0.2894  C3 1.349, H8 1.142, H9 1.100
5 C -1.2361 0.0517 -0.4027  H10 1.077, S12 1.807, S13 1.629
6 H 1.9526 2.7399 -0.3146  C1 1.065
7 H 3.1594 0.6391 -0.6569  C2 1.095
8 H 1.7067 -2.9027 -0.0726  C4 1.142
9 H 3.2188 -1.8800 -0.6366  C4 1.100
10 H -0.7910 0.6350 -1.1907  C5 1.077
11 F 0.3091 2.0372 0.4934  C1 1.335
12 S -0.1642 -0.9893 0.6139  C3 1.837, C5 1.807
13 S -2.8529 -0.0697 -0.2461  C5 1.629

***

<2>
The following is a DFT calculation (ωB97M-V/def2-TZVPD) of an isolated molecule of C5H5FS2.

As for the charge: 0. The value obtained for the lowest unoccupied orbital energy is -0.761 eV. Its HOMO energy is -8.9 eV. The calculation puts the HOMO-LUMO gap at 8.09 eV. Its SMILES is C=C(F)C(=C)C(=S)S.

Each atom is followed by the atoms it is bonded to, with distances in Å.
Geometry (Å):
1 C 1.5930 0.4666 -0.0638  C2 1.507, S12 1.735, S13 1.606
2 C 0.3092 -0.2955 -0.2654  C1 1.507, C3 1.335, C4 1.456
3 C 0.3821 -1.5388 -0.7457  C2 1.335, H7 1.105, H8 1.056
4 C -1.0092 0.2282 0.0622  C2 1.456, C5 1.320, F11 1.366
5 C -1.6141 -0.0021 1.2124  C4 1.320, H9 1.087, H10 1.068
6 H 0.2652 2.2488 -0.6956  S12 1.369
7 H -0.5021 -2.1239 -1.0578  C3 1.105
8 H 1.2978 -1.9523 -1.0713  C3 1.056
9 H -1.1108 -0.5834 1.9810  C5 1.087
10 H -2.5256 0.5266 1.3875  C5 1.068
11 F -1.5811 1.0743 -0.8457  C4 1.366
12 S 1.4831 2.1978 -0.0718  C1 1.735, H6 1.369
13 S 3.0124 -0.2462 0.1741  C1 1.606

***

Which structure is the most stable? The one labeled <2>.

***

<1>
The following is a DFT calculation (ωB97M-V/def2-TZVPD) of a cluster of 2 separate species, C4H10N3O in total.

As for the charge: +1. The value obtained for the lowest unoccupied orbital energy is -3.753 eV. Its HOMO energy is -12.8 eV. The calculation puts the HOMO-LUMO gap at 9.07 eV.

Each atom is followed by the atoms it is bonded to, with distances in Å.
Geometry (Å):
1 C -2.0522 1.0486 -0.2349  N5 1.153, N6 1.294
2 C -0.1474 -0.2682 -1.0183  C4 1.539, N5 1.329, H9 1.048, H10 1.123
3 C 1.7390 0.8717 -0.0353  C4 1.300, O8 1.342, H11 1.143
4 C 0.9039 0.8553 -1.0320  C2 1.539, C3 1.300, H12 1.097
5 N -1.2995 0.3242 -0.7231  C1 1.153, C2 1.329
6 N -2.9379 1.6059 0.5256  C1 1.294, H13 0.991, H14 1.003
7 N 0.4545 -2.7029 0.5835  H15 1.021, H16 0.943, H17 1.009
8 O 2.6454 1.8386 0.1753  C3 1.342, H18 0.943
9 H -0.1146 -0.7174 -1.9645  C2 1.048
10 H 0.1792 -0.8518 -0.1159  C2 1.123
11 H 1.5875 0.0214 0.7133  C3 1.143
12 H 0.9104 1.4580 -1.9486  C4 1.097
13 H -3.3532 1.2103 1.3342  N6 0.991
14 H -3.2946 2.5076 0.2688  N6 1.003
15 H 1.4695 -2.7654 0.4927  N7 1.021
16 H 0.1164 -3.5548 0.3622  N7 0.943
17 H 0.2312 -2.5997 1.5622  N7 1.009
18 H 2.9625 1.7187 1.0547  O8 0.943

***

<2>
The following is a DFT calculation (ωB97M-V/def2-TZVPD) of the ion C4H10N3O with charge +1.

As for the charge: +1. The value obtained for the lowest unoccupied orbital energy is -3.390 eV. Its HOMO energy is -13.8 eV. The calculation puts the HOMO-LUMO gap at 10.43 eV. Its SMILES is [H]/N=C(\C[NH2+]C)C(N)=O.

Each atom is followed by the atoms it is bonded to, with distances in Å.
Geometry (Å):
1 C 0.5019 -1.1944 0.3252  C2 1.573, C4 1.545, N5 1.216
2 C 0.5274 -0.3467 1.6495  C1 1.573, N6 1.309, O8 1.232
3 C -0.9701 1.8967 -1.6739  N7 1.565, H9 1.090, H10 1.108, H11 1.082
4 C -0.2000 -0.5082 -0.8672  C1 1.545, N7 1.451, H12 1.131, H13 1.183
5 N 1.0829 -2.2575 0.4266  C1 1.216, H14 1.047
6 N 1.3057 -0.8537 2.5720  C2 1.309, H15 0.969, H16 1.051
7 N -0.9310 0.7240 -0.6383  C3 1.565, C4 1.451, H17 1.039, H18 1.073
8 O -0.3544 0.5012 1.7950  C2 1.232
9 H -1.4276 2.7610 -1.1925  C3 1.090
10 H 0.0052 2.2785 -2.0365  C3 1.108
11 H -1.6094 1.5956 -2.4937  C3 1.082
12 H -0.6695 -1.3762 -1.4191  C4 1.131
13 H 0.6415 -0.1253 -1.6053  C4 1.183
14 H 1.0722 -2.9561 -0.3532  N5 1.047
15 H 2.0727 -1.4163 2.3883  N6 0.969
16 H 1.5145 -0.2530 3.4084  N6 1.051
17 H -0.5806 1.0157 0.2952  N7 1.039
18 H -1.9814 0.5147 -0.5806  N7 1.073

***

Which structure is the most stable? The one labeled <2>.

***

<1>
The following is a DFT calculation (ωB97M-V/def2-TZVPD) of the ion C4H10N3O with charge +1.

As for the charge: +1. The value obtained for the lowest unoccupied orbital energy is -5.503 eV. Its HOMO energy is -13.6 eV. The calculation puts the HOMO-LUMO gap at 8.08 eV. Its SMILES is CN[C@H](C)N=[N+]=CO.

Each atom is followed by the atoms it is bonded to, with distances in Å.
Geometry (Å):
1 C -0.1152 -0.4804 0.7795  C3 1.550, N5 1.417, N7 1.398, H9 1.061
2 C 2.0468 1.8954 -0.1357  N6 1.237, O8 1.315, H10 1.122
3 C -1.3517 -0.0424 1.6054  C1 1.550, H11 1.133, H12 1.127, H13 1.120
4 C 0.3820 -1.1372 -1.5620  N7 1.450, H14 1.127, H15 1.017, H16 1.005
5 N 0.8608 0.3909 1.3246  C1 1.417, N6 1.190
6 N 1.3848 1.2438 0.6806  C2 1.237, N5 1.190
7 N -0.3871 -0.3865 -0.5883  C1 1.398, C4 1.450, H17 1.058
8 O 2.0985 3.1953 -0.3256  C2 1.315, H18 0.961
9 H 0.3480 -1.3884 1.0741  C1 1.061
10 H 3.0051 1.4600 -0.5244  C2 1.122
11 H -1.4026 1.0856 1.5189  C3 1.133
12 H -1.0968 -0.3699 2.6537  C3 1.127
13 H -2.2108 -0.5660 1.1121  C3 1.120
14 H 1.4191 -1.1050 -1.1230  C4 1.127
15 H 0.1194 -2.1195 -1.5584  C4 1.017
16 H 0.2187 -0.5747 -2.3788  C4 1.005
17 H -1.4148 -0.2789 -0.8156  N7 1.058
18 H 1.3987 3.7396 0.0446  O8 0.961

***

<2>
The following is a DFT calculation (ωB97M-V/def2-TZVPD) of the ion C4H10N3O with charge +1.

As for the charge: +1. The value obtained for the lowest unoccupied orbital energy is -3.736 eV. Its HOMO energy is -14.4 eV. The calculation puts the HOMO-LUMO gap at 10.66 eV. Its SMILES is CC(=N/N)/[N+](C)=C\O.

Each atom is followed by the atoms it is bonded to, with distances in Å.
Geometry (Å):
1 C 0.2090 -0.7819 0.3632  C3 1.540, N5 1.237, N6 1.481
2 C -1.5181 0.7004 0.0365  N6 1.324, O8 1.299, H9 1.077
3 C 1.5287 -1.0424 1.1140  C1 1.540, H10 1.116, H11 1.106, H12 1.110
4 C 0.5346 1.4048 -0.7701  N6 1.419, H13 1.033, H14 1.090, H15 1.095
5 N -0.4167 -1.6596 -0.2433  C1 1.237, N7 1.353
6 N -0.2018 0.6264 0.1603  C1 1.481, C2 1.324, C4 1.419
7 N -1.5622 -1.2706 -0.8488  N5 1.353, H16 0.968, H17 1.063
8 O -2.4253 0.5884 0.9592  C2 1.299, H18 0.955
9 H -1.8970 1.1437 -0.8691  C2 1.077
10 H 1.2929 -1.9566 1.7083  C3 1.116
11 H 1.6803 -0.1623 1.7657  C3 1.106
12 H 2.2256 -1.4504 0.3531  C3 1.110
13 H 1.5258 1.1908 -0.5733  C4 1.033
14 H 0.2936 1.2065 -1.8142  C4 1.090
15 H 0.3976 2.4777 -0.5989  C4 1.095
16 H -2.3711 -1.6715 -0.5002  N7 0.968
17 H -1.5916 -1.7043 -1.8194  N7 1.063
18 H -2.1027 0.2012 1.7705  O8 0.955

***

Which structure is the most stable? The one labeled <2>.